Entry from the Open Molecules 2025 dataset: a 10-piece molecular cluster, C34H88O10 overall at a distorted geometry (the ωB97M-V functional and the def2-TZVPD basis).

Last columns: bonded neighbours and bond lengths (Å).
Element x y z (Å)
1 C 21.96035 14.45660 7.47763  C2 1.531, H6 1.090, H7 1.090, H8 1.090
2 C 21.76509 13.06663 6.86571  C1 1.531, O3 1.349, H9 1.090, H10 1.090
3 O 22.98625 12.65435 6.46891  C2 1.349, C4 1.456
4 C 23.08060 11.34311 5.84341  O3 1.456, C5 1.466, H11 1.090, H12 1.090
5 C 24.50303 11.07531 5.61312  C4 1.466, H13 1.090, H14 1.090, H15 1.090
6 H 22.36934 15.06668 6.67225  C1 1.090
7 H 21.12406 14.90495 8.01402  C1 1.090
8 H 22.78818 14.35133 8.17885  C1 1.090
9 H 21.33546 12.37800 7.59324  C2 1.090
10 H 21.06081 13.07226 6.03381  C2 1.090
11 H 22.76580 10.51763 6.48183  C4 1.090
12 H 22.81808 11.24829 4.78975  C4 1.090
13 H 24.99787 11.06841 6.58429  C5 1.090
14 H 25.05260 11.82611 5.04535  C5 1.090
15 H 24.73606 10.13069 5.12171  C5 1.090
16 C 24.41815 21.65093 12.06261  C17 1.502, H21 1.090, H22 1.090, H23 1.090
17 C 24.04149 22.68226 13.08716  C16 1.502, O18 1.366, H24 1.090, H25 1.090
18 O 24.85293 23.77396 13.21218  C17 1.366, C19 1.383
19 C 25.07298 24.58447 12.11330  O18 1.383, C20 1.521, H26 1.090, H27 1.090
20 C 23.74578 25.09815 11.57644  C19 1.521, H28 1.090, H29 1.090, H30 1.090
21 H 23.66197 20.90995 11.80329  C16 1.090
22 H 24.70235 22.13923 11.13047  C16 1.090
23 H 25.25528 21.04653 12.41195  C16 1.090
24 H 23.10735 23.09929 12.71089  C17 1.090
25 H 23.90486 22.27180 14.08764  C17 1.090
26 H 25.65933 25.45212 12.41575  C19 1.090
27 H 25.70717 24.18445 11.32216  C19 1.090
28 H 23.05216 25.35584 12.37680  C20 1.090
29 H 23.21702 24.46952 10.85998  C20 1.090
30 H 23.95337 26.07743 11.14516  C20 1.090
31 C 21.23975 14.65519 11.00462  C32 1.509, H36 1.090, H37 1.090, H38 1.090
32 C 20.69308 13.51703 11.83016  C31 1.509, O33 1.395, H39 1.090, H40 1.090
33 O 21.28038 13.24512 13.06550  C32 1.395, C34 1.481
34 C 20.90673 12.03514 13.83344  O33 1.481, C35 1.538, H41 1.090, H42 1.090
35 C 22.18036 11.22323 14.12201  C34 1.538, H43 1.090, H44 1.090, H45 1.090
36 H 20.86418 14.64813 9.98139  C31 1.090
37 H 20.97879 15.64463 11.38013  C31 1.090
38 H 22.32261 14.62702 11.12598  C31 1.090
39 H 19.70976 13.88140 12.12753  C32 1.090
40 H 20.53320 12.60684 11.25215  C32 1.090
41 H 20.46462 12.34801 14.77935  C34 1.090
42 H 20.18882 11.40823 13.30460  C34 1.090
43 H 22.80660 11.68145 14.88748  C35 1.090
44 H 22.73425 11.18945 13.18383  C35 1.090
45 H 21.88801 10.21014 14.39819  C35 1.090
46 C 17.09746 12.58223 7.97944  C47 1.547, H51 1.090, H52 1.090, H53 1.090
47 C 17.22267 14.03585 7.46388  C46 1.547, O48 1.485, H54 1.090, H55 1.090
48 O 17.23090 15.06552 8.53367  C47 1.485, C49 1.376
49 C 17.61915 16.32470 8.13869  O48 1.376, C50 1.501, H56 1.090, H57 1.090
50 C 17.88753 17.15686 9.35851  C49 1.501, H58 1.090, H59 1.090, H60 1.090
51 H 16.11698 12.41569 8.42555  C46 1.090
52 H 17.14667 11.77561 7.24796  C46 1.090
53 H 17.83020 12.38003 8.76065  C46 1.090
54 H 18.14368 14.09957 6.88440  C47 1.090
55 H 16.48587 14.25897 6.69223  C47 1.090
56 H 18.50886 16.32210 7.50900  C49 1.090
57 H 16.84104 16.78131 7.52699  C49 1.090
58 H 18.63680 16.57034 9.89020  C50 1.090
59 H 17.09141 17.34556 10.07870  C50 1.090
60 H 18.22787 18.15052 9.06712  C50 1.090
61 C 26.56960 18.89421 7.48006  C62 1.522, H66 1.090, H67 1.090, H68 1.090
62 C 26.54451 20.13594 8.35909  C61 1.522, O63 1.419, H69 1.090, H70 1.090
63 O 25.30069 20.81869 8.38305  C62 1.419, C64 1.475
64 C 25.09972 21.68121 7.20409  O63 1.475, C65 1.552, H71 1.090, H72 1.090
65 C 23.61421 22.13215 7.21423  C64 1.552, H73 1.090, H74 1.090, H75 1.090
66 H 26.28736 19.15889 6.46105  C61 1.090
67 H 27.56683 18.45916 7.41401  C61 1.090
68 H 25.86893 18.13209 7.82114  C61 1.090
69 H 26.74155 19.69487 9.33619  C62 1.090
70 H 27.48202 20.68912 8.30262  C62 1.090
71 H 25.67084 22.60563 7.29002  C64 1.090
72 H 25.42503 21.27655 6.24571  C64 1.090
73 H 22.82321 21.38279 7.24388  C65 1.090
74 H 23.37309 22.55611 6.23944  C65 1.090
75 H 23.37491 22.94520 7.89965  C65 1.090
76 C 19.61308 25.68938 5.57764  C77 1.540, H81 1.090, H82 1.090, H83 1.090
77 C 20.39420 25.92305 6.88420  C76 1.540, O78 1.441, H84 1.090, H85 1.090
78 O 20.08978 24.83347 7.77621  C77 1.441, C79 1.391
79 C 20.71489 24.98257 9.01021  O78 1.391, C80 1.466, H86 1.090, H87 1.090
80 C 20.28913 23.92529 9.93166  C79 1.466, H88 1.090, H89 1.090, H90 1.090
81 H 19.70471 26.40452 4.76016  C76 1.090
82 H 19.89179 24.79239 5.02460  C76 1.090
83 H 18.58518 25.64139 5.93714  C76 1.090
84 H 21.46900 25.95292 6.70525  C77 1.090
85 H 20.16619 26.83176 7.44130  C77 1.090
86 H 21.79480 25.00893 8.86461  C79 1.090
87 H 20.40567 25.95024 9.40530  C79 1.090
88 H 19.20696 23.81022 9.99308  C80 1.090
89 H 20.78817 24.02350 10.89572  C80 1.090
90 H 20.65768 22.94821 9.61924  C80 1.090
91 C 23.35695 18.08009 5.48236  C92 1.488, H95 1.090, H96 1.090, H97 1.090
92 C 23.30899 17.90412 4.00565  C91 1.488, C93 1.509, O94 1.413, H98 1.090
93 C 21.96879 17.61010 3.37871  C92 1.509, H99 1.090, H100 1.090, H101 1.090
94 O 23.52324 19.24626 3.62066  C92 1.413, H102 0.960
95 H 22.88481 17.26890 6.03658  C91 1.090
96 H 22.76899 18.91631 5.86067  C91 1.090
97 H 24.37970 18.26732 5.80950  C91 1.090
98 H 24.11781 17.24552 3.68917  C92 1.090
99 H 22.02218 17.35365 2.32066  C93 1.090
100 H 21.28078 18.44838 3.48836  C93 1.090
101 H 21.47522 16.82659 3.95372  C93 1.090
102 H 22.65947 19.66408 3.59019  O94 0.960
103 C 20.18077 19.54897 13.00390  C104 1.545, H107 1.090, H108 1.090, H109 1.090
104 C 18.91276 20.15132 12.35959  C103 1.545, C105 1.538, O106 1.374, H110 1.090
105 C 17.89200 20.73278 13.35181  C104 1.538, H111 1.090, H112 1.090, H113 1.090
106 O 19.43937 21.14597 11.57183  C104 1.374, H114 0.960
107 H 20.92156 20.23983 13.40646  C103 1.090
108 H 20.61859 18.88449 12.25901  C103 1.090
109 H 19.78145 19.02328 13.87125  C103 1.090
110 H 18.54866 19.29882 11.78620  C104 1.090
111 H 18.23556 21.69339 13.73558  C105 1.090
112 H 17.77136 20.07386 14.21168  C105 1.090
113 H 16.84334 20.82813 13.07016  C105 1.090
114 H 20.09431 20.81540 10.95265  O106 0.960
115 C 22.80419 18.41305 10.06483  C116 1.524, H118 1.090, H119 1.090, H120 1.090
116 C 21.72880 18.65150 9.01122  C115 1.524, O117 1.423, H121 1.090, H122 1.090
117 O 20.80727 19.65325 9.42455  C116 1.423, H123 0.960
118 H 23.75228 18.91533 9.87258  C115 1.090
119 H 23.03737 17.34862 10.09143  C115 1.090
120 H 22.52351 18.74212 11.06534  C115 1.090
121 H 21.34736 17.64181 8.85921  C116 1.090
122 H 22.27870 18.89462 8.10203  C116 1.090
123 H 20.41981 20.12944 8.68652  O117 0.960
124 C 19.57518 20.60472 5.13930  C125 1.513, H127 1.090, H128 1.090, H129 1.090
125 C 18.85179 21.25041 6.30020  C124 1.513, O126 1.434, H130 1.090, H131 1.090
126 O 19.77715 21.43117 7.38079  C125 1.434, H132 0.960
127 H 20.17845 19.81027 5.57863  C124 1.090
128 H 20.30915 21.30214 4.73555  C124 1.090
129 H 18.93982 19.98783 4.50380  C124 1.090
130 H 18.02038 20.60138 6.57523  C125 1.090
131 H 18.47697 22.22370 5.98347  C125 1.090
132 H 19.68564 22.38019 7.49294  O126 0.960

Values from the calculation:
- Charge: 0
- Spin multiplicity: 1
- DFT total energy: -57152.983 eV
- Structure (SMILES): CC(C)O.CC(C)O.CCOCC.CCOCC.CCOCC.CCOCC.CCOCC.CCOCC.CCO.CCO
- HOMO energy: -9.07 eV
- LUMO energy: 0.54 eV
- Kohn-Sham gap: 9.6100 eV
- ΔE to the lowest compared entry with this formula, charge and spin: 0.0 kcal/mol